{
  "formula": "C42H42AsNOPdS4Si",
  "method": "ωB97M-V with the def2-TZVPD basis set",
  "e_above_lowest_ev": 0.4354,
  "homo_lumo_gap_ev": 5.87,
  "e_tot_ev": -163316.1982,
  "charge": -2,
  "homo_ev": -1.70,
  "elements": ["Pd", "S", "S", "S", "S", "C", "C", "C", "C", "C", "C", "As", "N", "C", "C", "C", "C", "C", "C", "C", "C", "C", "C", "C", "C", "C", "C", "C", "C", "C", "C", "H", "H", "H", "H", "H", "H", "H", "H", "H", "H", "H", "H", "H", "H", "H", "H", "H", "H", "H", "H", "H", "H", "H", "H", "H", "H", "H", "O", "Si", "C", "C", "C", "C", "C", "C", "C", "C", "C", "C", "C", "C", "C", "C", "C", "C", "C", "C", "H", "H", "H", "H", "H", "H", "H", "H", "H", "H", "H", "H", "H", "H", "H"],
  "coordinates": [[-1.540, 1.235, -1.462], [-2.212, -0.214, -3.154], [-3.385, 0.930, -4.397], [-4.751, 1.551, -2.964], [-3.455, 2.467, -1.612], [-5.992, -0.762, 5.391], [-4.838, -0.710, 4.425], [-3.532, -0.839, 4.856], [-2.445, -0.779, 3.978], [-1.086, -0.961, 4.612], [-2.667, -0.584, 2.606], [-1.357, -0.542, 1.070], [-1.200, 1.230, 0.684], [-1.175, 2.287, 1.538], [-1.246, 3.602, 0.999], [-1.193, 4.726, 1.796], [-1.065, 4.627, 3.182], [-0.986, 3.357, 3.734], [-1.035, 2.218, 2.944], [0.328, -1.222, 1.896], [1.562, -0.555, 1.945], [1.749, 0.868, 1.493], [2.685, -1.234, 2.426], [2.639, -2.559, 2.828], [3.865, -3.266, 3.345], [1.427, -3.227, 2.708], [0.288, -2.588, 2.236], [-0.970, -3.405, 2.073], [-4.005, -0.452, 2.156], [-4.349, -0.229, 0.710], [-5.053, -0.516, 3.067], [-5.644, -0.936, 6.410], [-6.690, -1.562, 5.131], [-6.555, 0.175, 5.382], [-3.335, -0.979, 5.916], [-1.101, -0.567, 5.631], [-0.285, -0.476, 4.066], [-0.821, -2.021, 4.672], [-1.348, 3.697, -0.075], [-1.256, 5.703, 1.326], [-1.027, 5.513, 3.806], [-0.879, 3.238, 4.808], [-0.957, 1.253, 3.414], [1.251, 1.040, 0.539], [2.812, 1.084, 1.389], [1.325, 1.570, 2.215], [3.631, -0.700, 2.466], [4.729, -2.600, 3.341], [4.109, -4.135, 2.729], [3.717, -3.622, 4.368], [1.366, -4.280, 2.975], [-0.789, -4.441, 2.366], [-1.305, -3.393, 1.033], [-1.801, -3.023, 2.670], [-4.008, -1.048, 0.074], [-3.885, 0.672, 0.317], [-5.428, -0.127, 0.586], [-6.068, -0.400, 2.697], [0.418, 0.519, -1.653], [1.311, 0.329, -2.942], [1.157, -1.375, -3.767], [1.423, -2.516, -3.007], [1.305, -3.791, -3.548], [0.914, -3.949, -4.871], [0.644, -2.827, -5.644], [0.766, -1.557, -5.095], [3.134, 0.446, -2.411], [4.150, -0.346, -2.951], [5.476, -0.199, -2.554], [5.813, 0.751, -1.600], [4.818, 1.552, -1.050], [3.498, 1.398, -1.455], [1.122, 1.627, -4.319], [2.175, 1.865, -5.210], [2.060, 2.783, -6.246], [0.876, 3.492, -6.412], [-0.181, 3.272, -5.540], [-0.058, 2.351, -4.506], [1.709, -2.405, -1.964], [1.504, -4.661, -2.932], [0.809, -4.943, -5.293], [0.320, -2.941, -6.673], [0.529, -0.690, -5.703], [3.901, -1.103, -3.688], [6.243, -0.832, -2.986], [6.843, 0.866, -1.282], [5.068, 2.294, -0.300], [2.726, 2.021, -1.017], [3.110, 1.325, -5.088], [2.894, 2.948, -6.919], [0.780, 4.211, -7.218], [-1.115, 3.809, -5.659], [-0.901, 2.188, -3.851]],
  "forces_ev_per_angstrom": [[0.2575, -1.1121, 0.1432], [0.2288, 0.3461, -0.4248], [-0.2853, -0.0053, 0.2433], [0.2392, -0.0384, -0.0365], [-0.1445, 0.2315, 0.1067], [-0.0124, -0.0029, -0.0141], [-0.0225, 0.0108, 0.0165], [0.0265, 0.0071, 0.0196], [0.0080, -0.0549, -0.0596], [-0.0213, 0.0133, 0.0612], [-0.0425, 0.0582, -0.0134], [0.0325, 0.1059, -0.0075], [-0.1398, 0.4430, -0.0413], [-0.0117, 0.2448, -0.0553], [-0.0035, -0.1895, 0.0924], [-0.0029, -0.0222, 0.0064], [-0.0049, 0.0508, -0.0140], [-0.0017, -0.0567, 0.0038], [-0.0141, 0.0349, -0.1355], [0.0448, 0.0330, -0.1018], [-0.0325, -0.0014, 0.0072], [-0.0610, -0.0019, 0.0661], [-0.0375, -0.0258, -0.0353], [-0.0270, 0.0349, 0.0036], [0.0069, -0.0122, -0.0069], [0.0253, -0.0245, 0.0145], [-0.0153, -0.0359, -0.0464], [0.0097, -0.0312, 0.0137], [0.0812, -0.0398, 0.1323], [-0.0526, -0.1110, -0.0020], [0.0338, 0.0092, -0.0150], [-0.0010, 0.0033, -0.0128], [0.0049, 0.0060, 0.0029], [0.0080, -0.0077, 0.0032], [-0.0003, 0.0028, -0.0200], [-0.0122, -0.0067, 0.0050], [-0.0145, 0.0059, 0.0310], [0.0022, 0.0108, -0.0144], [-0.0006, 0.0100, -0.0505], [0.0022, -0.0052, 0.0054], [0.0007, -0.0116, -0.0053], [0.0024, 0.0038, -0.0009], [-0.0031, -0.0520, 0.0222], [0.0111, -0.0072, -0.0200], [0.0264, -0.0013, 0.0083], [-0.0081, -0.0083, -0.0228], [-0.0019, -0.0083, -0.0063], [-0.0089, -0.0050, -0.0010], [-0.0030, 0.0115, 0.0088], [-0.0012, 0.0064, -0.0125], [0.0033, 0.0175, -0.0025], [0.0007, -0.0052, -0.0086], [0.0001, -0.0021, 0.0050], [0.0246, 0.0014, 0.0119], [0.0171, -0.0135, 0.0026], [0.0573, 0.1308, -0.0520], [0.0021, -0.0033, 0.0012], [0.0141, -0.0065, 0.0109], [-0.3736, 0.1157, 0.4299], [-0.0192, -0.0730, -0.2110], [0.0720, 0.0793, 0.0032], [-0.0544, -0.0843, 0.0159], [-0.0047, 0.0643, 0.0385], [-0.0034, 0.0553, -0.0269], [0.0091, -0.0461, 0.0190], [0.0169, 0.0040, 0.0108], [0.0567, -0.0503, -0.1172], [0.0280, 0.0232, 0.0501], [-0.0328, 0.0034, 0.0106], [-0.0240, 0.0134, -0.0008], [-0.0315, -0.0382, -0.0329], [0.0312, 0.0577, 0.0053], [0.0559, -0.0932, 0.0030], [-0.0033, 0.0088, 0.0038], [-0.0231, -0.0023, 0.0209], [0.0168, -0.0229, 0.0106], [0.0123, -0.0107, 0.0179], [0.0916, 0.0684, -0.1103], [-0.0016, -0.0070, -0.0348], [0.0023, 0.0076, -0.0029], [0.0024, 0.0071, -0.0022], [0.0094, -0.0085, 0.0060], [0.0016, -0.0086, 0.0194], [-0.0015, 0.0137, 0.0102], [0.0062, 0.0039, 0.0064], [-0.0060, -0.0013, -0.0025], [0.0086, -0.0010, 0.0002], [0.0261, -0.0283, -0.0186], [-0.0185, 0.0113, 0.0028], [-0.0027, 0.0019, -0.0024], [0.0005, 0.0002, -0.0036], [0.0066, 0.0038, -0.0099], [-0.0377, 0.0084, 0.0813]]
}